Computed, not measured: C62H68N7ORuS6SbTe as an isolated structure, with the ωB97M-V functional and the def2-TZVPD basis.

XYZ file:
```
147
Properties=species:S:1:pos:R:3:forces:R:3:lowdin_charge:R:1
Ru -0.671850 -0.281780 0.056544 -0.3 0.1 -0.4 0.920
S -3.212110 1.588310 3.575487 -0.3 -0.2 0.2 -0.012
Sb -1.963058 2.488653 1.846731 0.5 -0.2 -0.4 0.451
S -2.775850 1.063655 0.116773 -0.1 0.6 0.4 -0.047
S -0.036582 0.758041 2.136656 -0.3 0.2 -0.6 0.390
N -0.474166 -0.423652 -2.050661 0.2 0.2 0.8 -0.384
S -1.422829 -0.449016 -3.161699 0.0 0.1 -0.3 0.763
N -2.126492 -1.883535 -3.574560 -0.2 0.0 0.1 -0.358
S -1.386219 -3.192270 -3.234719 0.0 0.1 0.0 0.890
N -1.496005 -3.786824 -1.801222 0.1 0.0 -0.2 -0.353
S -2.342103 -3.096753 -0.593547 0.1 -0.1 0.3 0.755
N -1.748891 -2.005711 0.174489 0.0 0.0 0.1 -0.413
C -3.990672 -2.808424 -1.186315 0.0 -0.1 -0.1 -0.322
C -4.675715 -1.755414 -0.604972 0.0 0.0 0.0 -0.085
C -5.998847 -1.545495 -0.972849 -0.1 0.0 0.0 -0.049
C -6.606358 -2.386976 -1.894286 0.0 0.0 0.0 -0.051
C -5.898125 -3.440366 -2.469768 0.0 0.0 0.0 -0.051
C -4.580105 -3.664613 -2.111996 0.0 0.0 0.1 -0.072
C -2.548130 -4.531985 0.446366 0.1 -0.1 -0.1 -0.314
C -2.940347 -4.267642 1.752749 0.0 0.0 0.0 -0.074
C -3.043816 -5.321276 2.648168 0.0 -0.1 0.0 -0.055
C -2.766170 -6.619825 2.229906 0.0 0.0 0.0 -0.061
C -2.403979 -6.872515 0.913301 0.0 0.0 0.0 -0.058
C -2.297111 -5.824331 0.006700 0.0 0.0 0.0 -0.064
C -2.059015 -4.383129 -4.342602 -0.1 0.0 0.0 -0.347
C -1.584582 -5.686200 -4.237050 0.0 0.0 0.0 -0.061
C -2.135039 -6.654661 -5.057378 0.0 0.0 0.0 -0.041
C -3.145714 -6.315358 -5.953559 0.0 0.0 0.0 -0.037
C -3.608384 -5.009337 -6.039078 0.0 0.0 0.0 -0.039
C -3.063413 -4.024355 -5.226977 0.0 0.1 0.0 -0.059
C 0.325784 -3.092498 -3.652886 0.0 -0.1 -0.1 -0.316
C 0.647739 -3.132536 -5.005587 0.0 0.0 0.0 -0.049
C 1.959654 -2.895015 -5.378987 0.0 0.0 0.0 -0.039
C 2.917497 -2.623308 -4.408476 0.0 0.0 0.0 -0.038
C 2.571140 -2.580438 -3.062699 0.1 0.0 0.0 -0.049
C 1.262709 -2.806982 -2.672228 -0.1 0.0 0.0 -0.078
C -2.878067 0.573804 -3.185429 -0.1 -0.1 -0.2 -0.353
C -2.643958 1.932224 -3.008475 0.0 0.0 0.0 -0.122
C -3.710349 2.806819 -3.091173 0.0 0.0 0.0 -0.059
C -4.991023 2.321479 -3.334308 0.0 0.0 0.0 -0.045
C -5.210276 0.962697 -3.512440 0.1 0.0 0.0 -0.053
C -4.146382 0.071689 -3.448828 0.1 0.1 0.1 -0.070
C -0.632866 0.026627 -4.683106 -0.1 0.0 -0.1 -0.318
C -1.267404 -0.210696 -5.899684 0.1 0.0 0.1 -0.063
C -0.683635 0.267599 -7.060113 0.0 0.0 0.0 -0.051
C 0.513298 0.978088 -6.994401 0.0 0.0 0.0 -0.051
C 1.131318 1.204772 -5.772626 0.0 0.0 -0.1 -0.050
C 0.555376 0.728533 -4.601679 0.1 0.0 0.1 -0.059
H -4.179648 -1.116260 0.116811 0.0 0.0 -0.1 0.031
H -6.551101 -0.724609 -0.533548 0.0 0.0 0.0 0.123
H -7.645266 -2.235567 -2.159392 0.0 0.0 0.0 0.117
H -6.379591 -4.092417 -3.187498 0.0 0.0 0.0 0.116
H -4.025548 -4.497631 -2.527955 -0.1 0.0 0.0 0.106
H -3.156623 -3.248029 2.053448 0.0 0.0 0.0 0.119
H -3.353544 -5.133295 3.668112 0.0 0.0 0.0 0.117
H -2.847902 -7.439090 2.933495 0.0 0.0 0.0 0.115
H -2.217288 -7.887873 0.587024 0.0 0.0 0.0 0.115
H -2.020791 -6.000646 -1.024542 0.0 0.0 0.1 0.097
H -0.806013 -5.929663 -3.522436 0.0 0.0 -0.1 0.122
H -1.775373 -7.673801 -5.001999 0.0 0.0 0.0 0.119
H -3.575754 -7.079630 -6.588585 0.0 0.0 0.0 0.120
H -4.391310 -4.752339 -6.740362 0.0 0.0 0.0 0.120
H -3.410317 -2.999361 -5.258444 0.0 -0.1 0.0 0.106
H -0.110147 -3.339746 -5.751302 0.0 0.0 0.0 0.125
H 2.228298 -2.914704 -6.426552 0.0 0.0 0.0 0.121
H 3.942252 -2.440522 -4.705990 0.0 0.0 0.0 0.119
H 3.324244 -2.356175 -2.316685 0.0 0.0 0.0 0.111
H 0.953309 -2.730041 -1.638081 0.0 0.0 -0.1 0.075
H -1.641090 2.290729 -2.807195 0.0 0.0 0.0 0.119
H -3.546091 3.869223 -2.970267 0.0 0.0 0.0 0.118
H -5.825253 3.010764 -3.383331 0.0 0.0 0.0 0.117
H -6.207861 0.591480 -3.710051 0.0 0.0 0.0 0.113
H -4.294195 -0.989649 -3.597572 0.0 0.0 0.0 0.092
H -2.206529 -0.750085 -5.925984 0.0 0.0 0.0 0.108
H -1.170536 0.110710 -8.014159 0.0 0.0 0.0 0.115
H 0.957848 1.365376 -7.902684 0.0 0.0 0.0 0.116
H 2.051079 1.774540 -5.726880 0.0 -0.1 0.0 0.115
H 1.010144 0.903747 -3.632828 0.0 0.0 -0.1 0.094
C 1.337765 -4.998898 1.803994 0.0 0.0 -0.2 -0.047
C 1.082692 -3.903345 0.747676 0.1 0.2 0.2 -0.150
N 1.143890 -2.576271 1.371465 0.3 -0.2 0.1 -0.144
C 0.353706 -2.591149 2.614159 0.1 0.0 -0.1 -0.171
C 1.039158 -3.458285 3.686706 -0.1 0.2 -0.1 -0.042
N 2.023392 -4.332447 2.965770 0.0 0.0 -0.1 -0.067
C 3.165826 -3.484053 2.468979 0.1 0.2 -0.2 -0.041
C 2.551497 -2.291269 1.695320 -0.3 -0.1 0.1 -0.134
H 1.982740 -5.790212 1.427691 0.1 0.0 0.1 0.138
H 0.410576 -5.443017 2.166669 0.0 0.0 0.1 0.129
H 0.116745 -4.047267 0.274573 -0.1 -0.1 0.0 0.080
H 1.848465 -3.948976 -0.027697 0.0 0.0 0.0 0.118
H -0.642952 -2.951316 2.369096 0.0 -0.1 0.0 0.093
H 0.257271 -1.579999 2.992743 0.0 0.1 0.0 0.039
H 0.329270 -4.086412 4.221692 0.1 -0.1 0.0 0.139
H 1.596144 -2.856507 4.405038 0.1 0.0 0.0 0.134
H 2.379689 -5.039977 3.602522 0.0 0.0 0.0 0.192
H 3.786413 -4.113581 1.832915 0.0 -0.1 0.0 0.138
H 3.755959 -3.156923 3.322132 -0.1 -0.1 0.1 0.108
H 3.109288 -2.122456 0.775526 0.0 0.0 0.0 0.128
H 2.601358 -1.373005 2.278802 0.0 0.0 0.0 0.044
C 2.587119 1.153151 -0.883313 -0.1 -0.1 0.0 -0.006
C 2.083016 1.089765 0.538354 -0.1 -0.2 -0.2 -0.650
O 2.829046 1.067831 1.494434 0.0 0.2 -0.1 -0.077
N 0.699651 1.078519 0.637055 0.0 0.0 -0.3 -0.544
Te 2.630067 0.628335 4.357883 0.2 -0.2 0.9 1.472
C 3.168867 -0.042048 6.323237 -0.1 0.0 0.1 -0.397
C 2.502019 0.462498 7.456330 -0.1 0.0 -0.1 -0.293
C 1.464413 1.550967 7.351106 0.1 0.0 0.1 -0.072
C 2.792295 -0.060856 8.711199 0.0 0.0 0.0 -0.011
C 3.727506 -1.072408 8.888274 0.0 0.0 0.1 -0.261
C 4.023736 -1.637479 10.254310 0.0 0.0 -0.1 -0.042
C 4.372167 -1.563554 7.763259 0.0 0.0 0.0 -0.026
C 4.113351 -1.069171 6.486209 0.0 0.0 -0.1 -0.318
C 4.919117 -1.668180 5.349188 0.0 0.1 0.2 -0.099
C 3.188349 2.671761 4.515597 0.2 0.0 -0.2 -0.378
C 4.563480 2.977437 4.518737 -0.1 0.0 0.0 -0.289
C 5.633489 1.913284 4.507847 -0.1 0.1 0.0 -0.073
C 4.952785 4.312372 4.520578 0.0 0.0 0.0 -0.008
C 4.028358 5.348283 4.507338 0.0 0.1 0.0 -0.256
C 4.467388 6.789392 4.476597 -0.1 -0.1 0.0 -0.041
C 2.681544 5.020943 4.511435 -0.1 0.0 0.0 -0.017
C 2.234694 3.701700 4.512598 0.0 -0.1 0.0 -0.301
C 0.740419 3.484286 4.540172 0.0 0.1 0.0 -0.102
H 3.627793 0.839048 -0.910017 0.0 0.0 0.0 0.087
H 2.521586 2.182855 -1.238260 0.0 0.0 0.0 0.094
H 1.971003 0.526862 -1.531310 0.0 0.0 0.0 0.033
H 0.708165 1.295496 6.607729 0.0 0.0 0.0 0.056
H 1.925042 2.494390 7.049405 0.0 0.0 0.0 0.077
H 0.969400 1.709480 8.309670 0.0 0.0 0.0 0.082
H 2.267413 0.330054 9.577174 0.0 0.0 0.0 0.119
H 3.655475 -0.981326 11.041922 0.0 0.0 0.0 0.078
H 5.096442 -1.775436 10.392647 0.0 0.0 0.0 0.082
H 3.546326 -2.611834 10.378977 0.0 0.0 0.0 0.084
H 5.107610 -2.355905 7.880658 0.0 0.1 0.0 0.123
H 5.939622 -1.276095 5.361725 0.0 0.0 0.0 0.090
H 4.497089 -1.419175 4.379766 0.0 0.0 -0.1 -0.008
H 4.991042 -2.753892 5.463091 0.0 0.0 0.0 0.074
H 5.554171 1.301647 3.608036 0.0 -0.1 0.0 0.069
H 5.535936 1.257610 5.375234 0.0 0.0 0.0 0.065
H 6.623957 2.367608 4.532908 0.0 0.0 0.0 0.081
H 6.012364 4.548229 4.516447 0.0 0.0 0.0 0.118
H 5.552145 6.873759 4.513113 0.0 0.0 0.0 0.076
H 4.048425 7.341105 5.319705 0.0 0.0 0.0 0.085
H 4.116581 7.276388 3.564539 0.0 0.0 0.0 0.085
H 1.943759 5.819965 4.511369 0.0 -0.1 0.0 0.127
H 0.247441 4.176859 3.852606 0.0 0.0 0.0 0.067
H 0.337892 3.684648 5.536452 0.0 0.0 0.0 0.089
H 0.471621 2.466162 4.271499 0.0 0.0 0.0 -0.028
```
Forces are in eV/Å.

Calculated values
E_LUMO (spin up / spin down) in Eh: -0.1575 / -0.2196
E in eV: -159280.3370
Relative energy (zero: lowest compared OMol25 entry of this formula, charge and spin) in eV: 0.0000
Charge: +2
2S+1: 5
⟨S²⟩: 6.03
Frontier orbital gap (spin up / spin down) in eV: 6.2328 / 4.5648